Here is an isolated molecule of C11H21N5O3 at a distorted geometry from OMol25. Energies are from wB97M-V/def2-TZVPD.

Geometry as ORCA input:
```
! RIJCOSX wB97M-V def2-TZVPD def2/J DEFGRID3
* xyz 0 1
C -0.97 -0.08 0.22
C -0.15 -0.76 1.33
C -0.05 0.98 -0.57
C -0.32 1.25 -2.00
C -1.90 1.66 -2.30
C -1.51 3.85 -1.54
C 1.28 -2.56 2.03
C 2.51 -1.77 2.29
C 1.60 -3.97 1.34
C 1.59 -3.59 -0.09
C 0.69 -2.40 -0.32
H -1.70 1.16 1.61
H -2.72 -0.05 1.29
H -1.31 -0.87 -0.52
H 1.06 0.63 -0.45
H -0.15 1.86 0.03
H -0.05 0.41 -2.80
H 0.30 2.07 -2.25
H -2.12 1.72 -3.37
H -2.40 0.76 -1.78
H -2.24 2.42 -0.45
H -0.30 4.92 -2.66
H -0.85 5.56 -0.47
H -2.37 5.01 -0.04
H 0.67 -2.60 2.98
H 2.47 -4.51 1.73
H 0.79 -4.65 1.55
H 2.69 -3.41 -0.32
H 1.30 -4.46 -0.76
H 0.97 -1.63 -1.14
H -0.32 -2.73 -0.70
H 3.91 -1.33 3.39
N -2.10 0.61 0.77
N -2.35 2.76 -1.44
N -0.88 4.08 -2.66
N -1.40 4.70 -0.38
N 0.59 -1.82 0.99
O -0.30 -0.36 2.46
O 2.84 -0.72 1.66
O 3.22 -2.12 3.36
*
```

Values from the calculation:
- SMILES: [H]/N=C(\N)NCCC[C@H](N)C(=O)N1CCC[C@H]1C(=O)O
- Frontier orbital gap: 0.336 hartree